Density functional theory data (ωB97M-V/def2-TZVPD) for an isolated ion of composition C6H12N3S and charge +1.

Geometry as XYZ:
```
22
C6H12N3S | the Open Molecules 2025 dataset | ωB97M-V/def2-TZVPD
C -2.57711 -0.32905 -0.06131
C -3.90010 -0.97467 -0.02777
C 1.57372 0.62367 1.37162
C 1.78830 1.17466 -1.09299
C 2.11488 -1.13236 -0.31761
C 1.38640 0.16872 -0.05197
N -2.39024 0.85218 0.40332
N -1.94074 1.81322 0.75421
N -0.01027 -0.04722 -0.11227
S -0.96233 -1.11347 -0.49142
H -3.75222 -1.93724 0.27400
H -4.55691 -0.42180 0.51700
H -4.24866 -0.99252 -1.05711
H 2.63585 0.52603 1.60069
H 1.33289 1.69930 1.45340
H 1.02904 0.03061 1.99849
H 1.22284 2.23761 -0.99276
H 2.79608 1.43326 -0.91689
H 1.67339 0.70531 -2.07054
H 1.83742 -1.99789 0.29998
H 1.81820 -1.38825 -1.31164
H 3.12958 -0.93009 -0.16846
```

Results
Max |F| ... 3.85 eV/A
Net charge ... +1
LUMO level (alpha / beta) ... -6.1547 / -6.1521 eV

Results of the natural (NBO) charge analysis, in e, for atoms 1 through 6: -0.21, -0.62, -0.58, -0.59, -0.62, 0.07

Density functional theory data (ωB97M-V/def2-TZVPD) for the molecule C6H12N4O4.

Geometry as XYZ:
```
26
C6H12N4O4 | the Open Molecules 2025 dataset | ωB97M-V/def2-TZVPD
C 3.08983 2.14800 1.46375
N 2.43868 0.98588 0.80390
C 2.99527 0.49758 -0.37083
O 4.25385 0.61303 -0.62021
N 2.17394 0.08677 -1.46999
O 0.74002 0.26551 -1.50176
C -0.03277 -0.66441 -0.92624
O 0.40859 -1.72805 -0.40438
N -1.37953 -0.46848 -1.09151
C -1.84625 0.31431 -2.22870
C -2.29642 -0.97850 -0.17312
O -3.37203 -1.28633 -0.55433
N -1.91705 -1.34104 1.10647
C -2.91804 -1.74100 2.03680
H 3.51453 2.82366 0.62973
H 2.45913 2.71535 2.12853
H 3.96930 1.68987 2.00202
H 1.46875 1.14905 0.72080
H 2.65386 0.14829 -2.35656
H -2.88744 0.05468 -2.61559
H -1.10231 0.37922 -3.08700
H -1.86494 1.34840 -1.80351
H -0.90438 -1.65244 1.34985
H -2.60837 -1.77349 3.08817
H -3.68297 -0.92643 2.12323
H -3.35323 -2.65943 1.75052
```

Results
Max |F| ... 5.78 eV/A
LUMO level ... 0.4301 eV
SMILES string ... CNC(=O)NOC(=O)N(C)C(=O)NC

Results of the natural (NBO) charge analysis, in e, for atoms 1 through 6: -0.42, -0.62, 0.76, -0.64, -0.35, -0.37

Density functional theory data (ωB97M-V/def2-TZVPD) for an isolated ion of composition C6H12NO and charge -1.

Geometry as XYZ:
```
20
C6H12NO | the Open Molecules 2025 dataset | ωB97M-V/def2-TZVPD
C -1.64302 0.85027 1.26645
N -0.82730 0.06610 0.30970
C -0.77954 -1.40522 0.31570
C 0.48515 -1.80883 -0.60913
C 1.44672 -0.63586 -0.30690
C 0.58853 0.57370 0.13711
C 0.56559 1.60302 -1.16453
O 1.18035 2.76437 -1.01829
H -1.94685 1.81694 1.02462
H -0.94530 1.04520 2.11300
H -2.53657 0.22681 1.66131
H -0.62428 -1.69408 1.38560
H -1.83170 -1.77555 -0.20606
H 0.11822 -1.65805 -1.73621
H 0.87125 -2.73720 -0.39286
H 2.21346 -0.98540 0.61783
H 2.21627 -0.41031 -1.04439
H 1.06644 0.97557 1.02873
H -0.55099 2.04231 -1.36711
H 0.93355 1.14622 -2.01459
```

Results
Max |F| ... 5.59 eV/A
Net charge ... -1
LUMO level ... 3.8586 eV
SMILES string ... CN1CCC[C@H]1C[O-]

Results of the natural (NBO) charge analysis, in e, for atoms 1 through 6: -0.39, -0.47, -0.20, -0.41, -0.39, -0.13

Density functional theory data (ωB97M-V/def2-TZVPD) for an isolated ion of composition C6H12NO and charge -1.

Geometry as XYZ:
```
20
C6H12NO | the Open Molecules 2025 dataset | ωB97M-V/def2-TZVPD
C -1.16096 0.37760 3.31060
C -0.65981 -0.37465 2.11100
C -0.64311 0.09164 0.86017
C -0.01297 -0.64962 -0.27947
C 0.79365 0.23114 -1.20108
N -0.05297 1.28201 -1.76192
C 1.35658 -0.60317 -2.42240
O 1.91548 0.13345 -3.36533
H -2.25357 0.46781 3.31526
H -0.76759 1.38444 3.36561
H -0.90777 -0.09763 4.25997
H -0.07319 -1.28647 2.24993
H -1.24814 0.91557 0.49721
H 0.63812 -1.47088 0.05183
H -0.72645 -1.20538 -0.90945
H 1.66633 0.68652 -0.72849
H -0.84328 0.82733 -2.18969
H 0.50071 1.74966 -2.47013
H 0.40704 -1.13644 -2.73068
H 2.07191 -1.32293 -1.96295
```

Results
Max |F| ... 1.57 eV/A
Net charge ... -1
LUMO level ... 3.4586 eV
SMILES string ... C/C=C/C[C@H](N)C[O-]

Results of the natural (NBO) charge analysis, in e, for atoms 1 through 6: -0.64, -0.24, -0.13, -0.46, -0.09, -0.88